Density functional theory data (the ωB97M-V functional and the def2-TZVPD basis) for a cluster of 12 separate species, C36H66N6O6S6 in total.

Values from the calculation:
multiplicity: 1
F_max: 5.43 eV Å⁻¹
DFT total energy: -4579.97342 a.u.
molar mass: 871.36 u

Structure (XYZ):
```
120
Properties=species:S:1:pos:R:3:forces:R:3:mulliken_charge:R:1
C -5.31010 1.82027 -1.85520 0.6 -0.7 -0.2 -0.77
S -5.22468 0.91311 -3.43957 1.4 -0.4 -1.5 0.45
O -3.85772 1.11788 -4.18887 -2.5 -0.4 2.2 -0.60
C -5.30892 -0.84725 -2.82629 1.3 0.4 -0.1 -0.83
H -4.36384 1.64342 -1.34391 0.0 0.3 0.1 0.25
H -6.12056 1.40621 -1.25538 0.0 -0.1 -0.2 0.29
H -5.52763 2.87021 -2.05121 0.3 -0.1 -0.1 0.32
H -5.20031 -1.46850 -3.71531 -0.9 0.1 -0.2 0.31
H -6.16817 -1.03659 -2.18292 -0.2 0.1 -0.5 0.34
H -4.42310 -1.17327 -2.28118 0.2 0.7 0.4 0.23
C 6.51442 6.51565 -0.86865 -1.4 0.3 -0.2 -0.86
S 5.72336 5.45980 -2.14884 3.4 -1.5 0.6 0.53
O 7.02032 4.98313 -2.86827 -2.5 0.5 0.5 -0.65
C 5.30067 4.06848 -0.95148 0.4 -0.1 -0.5 -0.89
H 6.44114 7.55712 -1.18184 0.3 -0.1 -0.2 0.32
H 7.54611 6.17513 -0.78065 -0.3 -0.1 0.1 0.28
H 5.88679 6.44440 0.01967 0.4 -0.1 0.3 0.31
H 5.02194 4.40954 0.04556 -0.6 0.2 -0.4 0.32
H 6.17966 3.44343 -0.79394 0.4 0.4 -0.3 0.34
H 4.58959 3.40019 -1.43714 -0.4 0.3 0.2 0.29
C -5.86853 1.07610 3.59448 0.0 1.2 -0.4 -0.86
S -6.68993 2.73807 3.65027 -0.6 0.1 -1.8 0.48
O -6.26731 3.57606 2.44329 -0.4 -1.3 1.4 -0.60
C -8.47090 2.16751 3.26997 1.6 0.4 -0.1 -0.89
H -6.14581 0.59705 4.53348 0.0 -0.3 -0.3 0.35
H -4.80065 1.29082 3.55391 0.0 0.1 0.3 0.30
H -6.08070 0.54304 2.66770 -0.4 -0.1 0.3 0.28
H -8.50492 1.63516 2.31942 0.3 -0.1 0.1 0.27
H -9.00264 3.10674 3.11772 -0.2 -0.1 0.5 0.32
H -8.79474 1.54211 4.10190 -0.3 0.3 -0.1 0.35
C -1.79399 6.31650 0.77798 0.5 -1.5 -0.2 -0.92
S -0.43595 5.79380 -0.34187 2.2 0.6 1.8 0.50
O 0.89853 5.69603 0.46426 -2.6 0.2 -1.5 -0.62
C -0.31906 7.38196 -1.19388 0.6 1.2 0.2 -1.00
H -1.90218 5.53640 1.53154 0.4 0.0 0.1 0.33
H -2.65792 6.11955 0.14319 -0.3 1.0 0.0 0.36
H -1.63107 7.26851 1.28319 -0.2 0.1 -0.5 0.32
H -1.20137 7.76962 -1.70315 -0.1 -0.7 -0.2 0.37
H 0.56813 7.43123 -1.82521 -0.2 -0.6 -0.4 0.34
H -0.08084 8.16034 -0.46898 -0.1 -0.2 0.6 0.32
C 0.57669 0.20688 0.18391 -0.3 0.0 -1.6 -0.92
S -0.35786 -1.37009 -0.10988 -0.4 0.2 1.0 0.54
O -1.73922 -0.99138 0.40292 1.0 -0.5 -1.1 -0.63
C -0.34831 -1.49615 -1.97248 0.4 2.0 0.4 -0.94
H 1.59435 0.17501 -0.20525 0.2 -0.4 0.5 0.38
H 0.48073 0.52782 1.22115 0.1 -0.6 0.0 0.31
H 0.10105 0.97536 -0.42545 -0.4 0.0 0.0 0.27
H -0.86606 -2.34467 -2.41976 -0.1 0.1 0.6 0.31
H 0.64429 -1.37576 -2.40648 0.5 -0.7 0.5 0.39
H -0.73124 -0.51543 -2.25471 -1.0 -0.2 -0.3 0.28
C -0.87374 -3.72319 5.20603 -0.3 1.1 -0.2 -0.74
S -1.32920 -2.96272 6.83750 1.8 -1.1 1.9 0.46
O -0.76951 -3.92821 7.92907 -1.1 1.9 -2.1 -0.62
C -0.06950 -1.46058 6.86825 -0.2 -1.2 0.0 -0.86
H -1.01673 -4.79916 5.10634 0.7 -0.1 1.0 0.35
H 0.10710 -3.30838 4.97370 0.1 -0.7 -0.2 0.19
H -1.58906 -3.41355 4.44411 0.0 0.8 0.1 0.32
H 0.77042 -1.86796 7.43100 0.1 -0.3 -0.3 0.31
H -0.37252 -0.59059 7.45081 -0.8 -0.3 -0.2 0.33
H 0.24464 -1.14530 5.87325 -0.2 -0.2 0.0 0.27
N 4.97027 -3.40949 4.45842 -0.1 1.3 0.2 -0.04
C 4.72126 -4.72984 4.25640 0.6 0.2 -1.3 -0.46
C 4.30949 -4.81081 2.95051 -2.0 -0.5 -0.8 -0.56
C 4.06687 -3.48524 2.42642 0.3 -1.1 -0.1 -0.29
C 4.54549 -2.65456 3.35677 1.5 0.7 2.0 -0.51
H 5.53424 -3.05133 5.21590 -0.4 0.0 -0.1 0.21
H 4.91149 -5.48228 5.00743 0.1 0.1 -0.2 0.38
H 3.97362 -5.68422 2.41131 0.1 -0.2 0.3 0.38
H 3.58939 -3.12726 1.52628 0.2 -0.5 -0.2 0.50
H 4.79869 -1.60565 3.31097 -0.4 0.0 0.1 0.39
N 1.60865 6.38667 8.13714 -0.5 -2.4 -1.4 -0.01
C 1.69380 5.70636 6.92599 3.5 4.0 -1.2 -0.58
C 0.87763 4.69454 6.85586 -1.9 -2.5 -1.8 -0.21
C 0.12185 4.62345 8.02979 1.0 0.5 1.2 -0.49
C 0.70989 5.60593 8.78922 -2.2 1.4 2.9 -0.42
H 2.03867 7.24701 8.44536 -0.1 -0.5 -0.2 0.21
H 2.33349 6.08562 6.14284 0.1 -0.1 0.1 0.37
H 0.77641 4.10067 5.95949 0.0 -0.1 0.1 0.39
H -0.65551 3.93110 8.31749 0.2 0.1 0.0 0.38
H 0.39250 5.98801 9.74823 -0.1 -0.4 0.2 0.35
N 6.39974 -2.13479 -2.62692 0.1 1.2 0.1 0.00
C 6.52717 -0.79317 -2.95432 -1.3 -0.9 -1.1 -0.44
C 5.66590 -0.57839 -4.04205 1.3 0.2 1.6 -0.36
C 4.99815 -1.79795 -4.33940 0.8 0.8 0.4 -0.41
C 5.47756 -2.74585 -3.44215 -0.3 0.2 -0.1 -0.70
H 6.82743 -2.46425 -1.77331 -0.3 -0.5 -0.4 0.23
H 7.15683 -0.14319 -2.36487 0.0 0.0 -0.2 0.40
H 5.58761 0.38455 -4.52479 -0.2 -0.2 -0.2 0.46
H 4.31784 -1.75983 -5.17734 -0.2 -1.0 0.2 0.40
H 5.22747 -3.78276 -3.27281 0.0 0.1 -0.2 0.41
N 1.34259 -9.04837 -3.45314 0.1 0.7 0.0 0.01
C 0.90178 -9.64667 -2.32211 0.2 0.3 0.9 -0.31
C 0.70674 -8.65453 -1.36393 -1.1 -1.3 -0.3 -0.60
C 0.94651 -7.40998 -1.97562 0.7 -0.1 -0.2 -0.33
C 1.38427 -7.68078 -3.24413 0.4 -0.2 -0.8 -0.54
H 1.56231 -9.56524 -4.29259 0.1 0.5 0.1 0.20
H 0.85035 -10.72513 -2.29627 -0.2 0.1 0.2 0.36
H 0.22365 -8.83236 -0.41452 0.3 0.0 0.1 0.37
H 0.92965 -6.43551 -1.51029 -0.1 -0.1 -0.1 0.46
H 1.84351 -7.03592 -3.97876 -0.3 0.0 0.0 0.39
N -6.76337 -6.68975 -3.27090 -0.4 0.9 -0.4 -0.02
C -6.61173 -6.18847 -4.52570 -0.3 -0.8 -1.8 -0.32
C -5.26714 -5.96234 -4.84752 -2.1 -0.5 1.3 -0.51
C -4.61535 -6.22372 -3.63022 -0.5 -0.2 2.0 -0.33
C -5.58635 -6.61501 -2.63324 3.0 0.1 -1.4 -0.63
H -7.62558 -7.11649 -2.96336 0.3 0.4 0.2 0.21
H -7.48252 -6.23001 -5.16319 0.1 0.2 -0.2 0.38
H -4.90449 -5.72600 -5.83698 0.1 0.2 0.3 0.39
H -3.55574 -6.10166 -3.46077 -0.1 -0.1 0.2 0.45
H -5.44128 -6.83863 -1.58665 -0.1 -0.1 -0.2 0.38
N -0.03475 3.41441 -6.07413 2.1 0.1 0.9 0.03
C 0.15223 3.99438 -7.28734 -1.7 -0.8 -0.3 -0.48
C 1.47337 4.18721 -7.46915 1.2 1.6 -1.0 -0.32
C 2.21295 3.88777 -6.30529 -2.8 -0.7 1.3 -0.51
C 1.20898 3.36245 -5.44239 0.3 0.5 -0.2 -0.44
H -0.87972 3.01924 -5.68688 0.1 0.2 -0.2 0.17
H -0.74812 4.20367 -7.84587 0.4 0.0 -0.5 0.38
H 1.92870 4.71331 -8.29515 -0.2 -0.1 -0.2 0.35
H 3.19394 4.30256 -6.12634 0.1 -0.7 0.3 0.37
H 1.15724 3.08768 -4.39920 0.6 -0.2 0.0 0.45
```
Forces are in eV/Å.

=====

Density functional theory data (the ωB97M-V functional and the def2-TZVPD basis) for a cluster of 5 separate species, C36H67ClF2N4O18S in total.

Values from the calculation:
SMILES: CCN[C@@](S)(O[C@](C)(N)[C@](CC=O)(CCCCl)O[C@@](N)(CC(=O)F)C(=O)NC(=O)F)[C@H](C)CC.CCOC(=O)OC.CCOC(=O)OC.CCOC(=O)OC.CCOC(=O)OC
multiplicity: 1
F_max: 5.59 eV Å⁻¹
DFT total energy: -4043.21622 a.u.
molar mass: 949.46 u

Structure (XYZ):
```
129
Properties=species:S:1:pos:R:3:forces:R:3:mulliken_charge:R:1
C 0.94956 -3.26562 4.90952 -1.1 0.9 0.8 -0.54
C -0.56493 -2.73804 5.22979 0.7 -1.2 2.0 -0.55
N -1.54921 -3.00824 4.17584 1.3 0.3 -0.6 0.31
C -1.48670 -2.25831 2.93622 -2.4 1.6 0.6 -0.16
S -0.34599 -0.73871 2.97176 0.8 -0.9 -0.2 -0.18
O -1.17555 -2.89306 1.69477 0.1 -1.2 0.4 -0.03
C -1.21305 -4.30883 1.56535 0.2 -2.1 -0.9 -0.18
C -2.59322 -5.04778 1.97198 -0.1 -0.1 0.5 -1.42
N -0.14530 -4.96761 2.33826 -0.7 0.9 0.1 0.03
C -0.88750 -4.58087 -0.03430 -1.2 -2.6 0.8 0.73
C -2.16983 -4.44182 -0.96757 -1.0 0.4 0.6 -0.48
C -3.14692 -3.20930 -0.70549 -1.1 0.9 -3.6 -0.06
O -3.68298 -2.65725 -1.71997 1.9 -1.8 3.9 -0.61
C -0.49705 -6.17386 -0.15837 0.4 0.0 -1.1 -1.32
C 1.06391 -6.48089 -0.21434 0.8 -2.0 0.5 -0.28
C 1.24112 -7.99047 0.38570 -0.8 1.2 0.5 -0.53
Cl 3.00320 -8.55594 0.29540 -1.5 0.4 -0.1 -0.23
O 0.29703 -3.86042 -0.31220 -0.3 0.6 -1.2 -0.02
C 0.40446 -3.01788 -1.42147 1.5 2.5 -0.8 0.72
N -0.46964 -1.78874 -1.41818 0.3 -2.0 0.0 -0.35
C 1.90381 -2.34982 -1.28621 0.8 0.0 -0.3 -0.97
C 3.07787 -3.35793 -1.65439 1.7 -2.8 1.5 0.48
O 3.40433 -4.38356 -1.04994 -1.5 4.2 -2.3 -0.48
F 3.88915 -3.01055 -2.79924 -2.0 -0.2 2.1 -0.28
C 0.43581 -3.69068 -2.88701 0.0 -4.5 -1.6 -0.29
O 0.77937 -4.87464 -3.12557 -1.0 4.6 1.8 -0.43
N -0.02657 -2.91952 -4.10356 2.8 0.3 1.0 -0.12
C 0.82825 -1.77111 -4.37982 -2.6 4.4 0.6 0.31
O 0.35135 -0.62494 -4.19096 2.7 -4.7 -1.4 -0.50
F 2.13115 -1.91215 -4.89564 -3.4 -0.5 1.5 -0.17
C -2.96849 -1.56683 2.74626 0.3 2.4 0.0 -0.05
C -2.95247 -0.42633 1.57554 -0.2 -0.1 0.2 -0.81
C -3.43826 -0.76748 4.08785 -1.1 -1.7 0.2 -0.44
C -4.67589 0.24183 3.82664 1.3 0.4 0.9 -0.89
H 1.16057 -3.08632 3.80628 0.1 -0.5 1.7 -0.06
H 1.01800 -4.36488 5.22485 0.0 1.6 -0.8 0.27
H 1.62533 -2.63168 5.60236 -0.8 -1.1 -1.3 0.29
H -0.56193 -1.66046 5.65324 0.0 -1.5 -1.1 0.26
H -0.87969 -3.38242 6.14301 0.3 1.0 -1.5 0.38
H -2.47838 -3.28308 4.49702 0.6 0.5 -0.3 0.37
H 0.90046 -1.26621 2.59696 -1.5 0.1 0.4 0.12
H -2.79749 -6.00324 1.37735 0.5 1.4 0.7 0.37
H -3.52308 -4.38585 1.82597 1.6 -1.0 0.4 0.24
H -2.48601 -5.38662 3.07259 -0.4 0.8 -1.7 0.40
H 0.80465 -4.75523 2.03408 -0.5 -0.3 0.0 0.25
H -0.31715 -5.94534 2.56783 0.2 0.6 -0.3 0.26
H -1.99037 -4.48728 -2.09273 0.0 0.1 1.5 0.32
H -2.81500 -5.38112 -0.74605 1.0 1.5 -0.3 0.62
H -3.41410 -2.84222 0.34079 0.5 -0.6 -1.2 0.08
H -0.94668 -6.80681 0.67488 0.4 1.0 -1.0 0.41
H -0.95448 -6.57598 -1.14408 0.7 0.6 1.5 0.31
H 1.52998 -6.52742 -1.25304 -1.0 0.5 1.3 0.41
H 1.73740 -5.83163 0.43069 -1.1 -0.6 -1.0 0.16
H 0.51149 -8.72825 -0.10043 1.5 0.9 0.5 0.37
H 0.98038 -7.92548 1.49517 0.5 -0.3 -1.4 0.26
H -1.25072 -1.88663 -2.07741 0.2 0.2 0.8 0.35
H -0.77788 -1.63234 -0.44866 0.0 -0.1 -0.6 -0.13
H 1.99031 -1.39372 -1.91969 -0.3 -1.7 0.8 0.31
H 2.03238 -2.03232 -0.18738 -0.2 -0.7 -1.6 0.49
H -1.02202 -2.67191 -4.02931 0.8 0.5 0.0 0.43
H -3.78885 -2.33128 2.53989 1.3 0.7 0.1 0.30
H -2.65731 0.60197 2.01381 -0.4 -1.8 -0.7 0.24
H -4.00538 -0.29836 1.15387 1.5 -0.3 0.4 0.36
H -2.22080 -0.66025 0.73484 -1.1 0.2 1.1 -0.05
H -3.85747 -1.59046 4.78923 0.8 1.3 -0.9 0.33
H -2.57504 -0.28710 4.65550 -1.1 -0.4 -1.0 0.17
H -5.28813 0.27740 4.79178 0.6 -0.1 -1.5 0.36
H -5.31338 -0.06380 2.93290 0.9 0.5 1.3 0.25
H -4.20972 1.29358 3.70999 -1.1 -1.6 -0.2 0.13
C 4.33880 -3.93040 -5.84611 0.2 0.1 -0.3 -0.84
C 4.53589 -5.19801 -5.03498 -0.2 0.6 0.3 -0.03
O 5.08698 -6.25093 -5.83730 0.6 -0.3 -0.1 -0.38
C 6.39573 -6.14110 -6.12082 -0.4 0.2 0.0 0.72
O 7.12989 -5.25434 -5.75854 -0.2 -0.4 -0.1 -0.55
O 6.73989 -7.17947 -6.90260 -0.1 0.2 0.3 -0.35
C 8.08747 -7.12436 -7.36786 0.4 -0.1 -0.2 -0.63
H 3.73467 -4.13341 -6.73456 -0.1 0.0 0.1 0.31
H 3.84632 -3.16453 -5.24879 0.1 -0.2 -0.1 0.12
H 5.29236 -3.52901 -6.19615 0.0 -0.1 0.1 0.34
H 3.56547 -5.55202 -4.67899 0.2 -0.2 -0.2 0.24
H 5.15802 -5.02153 -4.15293 0.1 0.0 -0.2 0.31
H 8.78934 -7.02196 -6.53786 -0.1 0.1 -0.1 0.29
H 8.20371 -6.30014 -8.07456 0.1 0.0 0.2 0.29
H 8.30102 -8.05953 -7.88717 -0.3 0.0 0.1 0.22
C -5.39077 7.49652 3.99496 0.2 0.1 -0.2 -1.04
C -5.21005 6.24058 4.82780 -0.3 0.6 0.2 -0.18
O -4.64720 5.17620 4.05125 0.5 -0.3 0.0 -0.34
C -3.33269 5.28088 3.78934 -0.3 0.1 -0.1 0.74
O -2.60468 6.17226 4.15208 -0.2 -0.4 -0.1 -0.56
O -2.97602 4.23176 3.02912 -0.2 0.2 0.3 -0.29
C -1.61951 4.27913 2.58704 0.5 -0.1 -0.2 -0.57
H -5.97950 7.28126 3.09954 -0.1 0.0 0.2 0.29
H -5.89391 8.27397 4.57376 0.0 -0.1 0.0 0.36
H -4.43060 7.89114 3.65613 0.0 0.0 0.2 0.27
H -6.18690 5.89306 5.17165 0.2 -0.3 -0.2 0.29
H -4.60274 6.42900 5.71816 0.1 0.0 -0.2 0.30
H -0.93222 4.39248 3.42775 -0.1 0.1 -0.1 0.33
H -1.48989 5.09298 1.87073 0.1 0.0 0.2 0.21
H -1.39543 3.33706 2.08454 -0.3 0.0 0.1 0.19
C 0.14735 2.28632 -3.65745 0.1 0.2 0.1 -0.88
C -0.21417 3.58122 -4.36170 0.0 -0.6 -0.2 -0.38
O -0.03448 4.71370 -3.50006 0.4 0.5 0.1 -0.34
C 1.23821 5.09544 -3.29686 -0.3 -0.3 0.0 0.72
O 2.21967 4.58082 -3.77423 -0.3 0.3 0.1 -0.55
O 1.22816 6.13634 -2.44562 -0.1 -0.3 -0.3 -0.25
C 2.53058 6.57342 -2.05775 0.3 0.3 0.2 -0.63
H -0.41265 2.18894 -2.72331 -0.1 0.0 -0.1 0.28
H -0.06960 1.42932 -4.29247 0.0 0.3 0.1 0.37
H 1.20734 2.25754 -3.39631 -0.1 0.0 -0.2 0.33
H -1.27245 3.56026 -4.63203 0.1 0.3 0.2 0.32
H 0.35312 3.71000 -5.28839 0.1 0.1 0.2 0.33
H 3.14859 6.79892 -2.92899 -0.1 -0.2 0.1 0.31
H 3.00700 5.81482 -1.43343 0.1 0.0 -0.2 0.31
H 2.41676 7.48530 -1.46985 -0.3 -0.1 -0.1 0.15
C -0.36433 8.37880 1.09269 0.2 0.0 0.3 -1.05
C -0.70063 9.66211 0.35548 0.0 -0.6 -0.3 -0.26
O -0.52520 10.80817 1.19682 0.4 0.4 0.1 -0.34
C 0.74846 11.17912 1.41385 -0.3 -0.2 0.1 0.77
O 1.73149 10.64300 0.96291 -0.3 0.3 0.1 -0.56
O 0.73743 12.23616 2.24315 0.0 -0.3 -0.3 -0.34
C 2.03859 12.66464 2.64324 0.3 0.2 0.2 -0.62
H -0.94167 8.30508 2.01814 -0.1 0.0 -0.1 0.39
H -0.57837 7.50802 0.46880 0.0 0.1 0.0 0.30
H 0.69037 8.34564 1.37405 -0.1 0.0 -0.1 0.30
H -1.75378 9.64546 0.06610 0.1 0.3 0.2 0.30
H -0.11535 9.76681 -0.56301 0.1 0.1 0.2 0.31
H 2.67334 12.86486 1.77782 -0.1 -0.2 0.1 0.29
H 2.49520 11.91297 3.29028 0.1 0.0 -0.2 0.29
H 1.92688 13.58937 3.21072 -0.3 -0.1 -0.1 0.23
```
Forces are in eV/Å.